Record 1
{
  "formula": "C33H46NP3Re",
  "method": "wB97M-V/def2-TZVPD",
  "homo_ev": [-13.285, -13.286],
  "spin_multiplicity": 4,
  "charge": 2,
  "gap_ev": [5.86, 5.90],
  "symbols": ["C", "C", "H", "C", "C", "H", "H", "H", "C", "C", "C", "C", "H", "C", "H", "H", "H", "H", "H", "C", "H", "C", "C", "P", "C", "H", "C", "H", "H", "H", "C", "H", "H", "H", "C", "C", "C", "H", "H", "H", "H", "H", "C", "C", "C", "H", "P", "C", "C", "H", "H", "H", "H", "H", "N", "C", "C", "H", "C", "C", "H", "H", "H", "H", "H", "H", "Re", "P", "H", "C", "H", "C", "H", "H", "C", "H", "H", "C", "H", "C", "H", "H", "H", "C"],
  "positions_angstrom": [[-2.800775, 1.156227, 4.914798], [-3.774478, 5.343240, -1.173000], [1.176799, -1.773406, 3.718369], [-1.965892, 3.739794, -0.982285], [5.055904, -5.004897, -1.653093], [3.561842, -0.941477, 2.245450], [-1.367226, -0.490125, -2.690437], [2.906175, -2.392318, -0.982633], [0.869546, 5.736637, 2.888468], [4.286206, -4.188155, 0.664026], [2.590263, -5.338081, -2.018847], [-2.752330, 4.586922, -1.759739], [-0.609584, 1.123764, -2.513848], [-4.521668, 1.006122, 3.222167], [3.305699, 0.278028, 0.953952], [-1.292124, -2.658635, -2.865110], [-2.470036, 0.994757, 5.938002], [3.722026, -3.727167, -2.845649], [6.159831, -5.128700, 0.204844], [1.540243, -1.479443, -3.330951], [1.793725, -2.419658, -3.843915], [1.892180, -2.692149, -0.674922], [-4.109435, 0.831837, 4.548051], [0.679506, -1.834385, -1.775064], [-2.211188, 3.601245, 0.391176], [-1.082363, -3.433350, -1.276181], [2.508155, -6.552712, -1.135445], [-0.063403, -3.957657, -2.660048], [2.728535, 0.611894, 2.607677], [-4.806622, 0.433494, 5.287451], [2.035439, 3.723450, 3.558864], [2.449780, -0.897303, -3.132367], [-4.386854, 6.005568, -1.789083], [5.806766, -4.629552, -2.362779], [-0.079646, 4.966697, 2.213897], [-1.095763, 0.294479, -1.973550], [-2.315909, 1.847371, 2.636873], [0.016191, -0.420603, 3.450859], [5.980374, -3.489656, -0.403758], [2.862733, 3.238966, 4.075195], [4.238740, -6.861929, 0.152271], [2.681472, 5.724305, 4.069775], [-3.627278, 1.491667, 2.270127], [-1.909388, 1.676462, 3.973427], [5.435888, -4.436067, -0.263496], [4.463200, -3.351723, 1.349611], [1.264645, -0.919394, 1.456755], [-0.562674, -3.105300, -2.181304], [3.230515, -6.434652, 0.228984], [-0.894355, 5.459335, 1.686845], [1.158677, 1.858668, 2.898300], [0.867442, -0.879360, -3.950951], [0.957908, -3.323110, 1.183882], [-0.903252, 1.948154, 4.282286], [-0.477986, 1.255123, 0.549288], [2.878038, -0.172577, 1.858795], [1.080824, 2.948966, 2.896147], [-3.952118, 1.604576, 1.233192], [0.449179, -1.330774, 3.021427], [1.704170, -2.591264, 0.830275], [2.916713, -7.436504, -1.656423], [1.774732, -3.742978, -0.940415], [-4.803166, 5.837181, 0.662337], [-2.012142, 0.697401, -1.515433], [2.490318, -4.903579, 1.590584], [1.446591, -6.780848, -0.949843], [0.184560, -0.167513, -0.340314], [-1.197079, 2.507065, 1.386564], [5.159404, -6.097611, -1.634928], [0.018311, 3.559531, 2.206443], [-1.158472, 3.156445, -1.432306], [-3.235791, 4.379979, 0.982887], [0.789613, 6.821321, 2.887741], [-2.568614, 4.659960, -2.833524], [-4.007627, 5.244025, 0.201333], [2.641696, -2.798984, 1.342078], [-5.539955, 0.747671, 2.927690], [1.932506, 5.120493, 3.557229], [-0.359368, -2.048845, 2.824995], [3.272529, -5.061336, 0.834709], [2.677481, -7.074376, 0.933435], [1.713474, -5.186565, -2.661809], [-3.447601, 4.308030, 2.049081], [3.706072, -4.601830, -2.180238]],
  "forces_ev_per_angstrom": [[-0.05, -0.04, -0.18], [0.27, -0.26, 0.00], [-0.23, 0.14, -0.21], [0.04, -0.22, 0.12], [0.37, 0.10, 0.11], [-0.26, 0.21, -0.04], [-0.09, 0.47, 0.03], [-0.32, -0.15, 0.12], [0.14, -0.35, 0.08], [-0.10, -1.30, 0.69], [1.07, -0.22, -0.90], [-0.10, 0.17, -0.02], [0.03, -0.20, 0.08], [0.16, -0.06, 0.05], [0.00, -0.08, 0.28], [0.06, -0.26, 0.07], [-0.07, 0.12, -0.18], [-0.26, -0.35, 0.18], [-0.23, 0.28, -0.09], [0.03, -0.06, -0.01], [-0.06, 0.34, 0.11], [0.09, -0.37, -0.28], [0.18, 0.06, -0.23], [1.32, -2.97, -1.19], [-0.47, 0.38, -0.69], [0.09, 0.02, -0.13], [-0.24, -0.27, 0.04], [-0.21, 0.25, 0.10], [0.22, -0.14, -0.17], [0.23, 0.16, -0.22], [-0.20, 0.02, -0.11], [-0.22, -0.18, -0.06], [0.22, -0.23, 0.22], [-0.16, -0.26, 0.13], [-0.04, -0.34, -0.09], [-1.11, -0.51, -0.77], [-0.15, -0.34, 0.50], [0.03, -0.23, 0.12], [-0.13, -0.25, 0.06], [-0.19, 0.12, -0.09], [-0.20, 0.23, 0.07], [-0.22, -0.18, -0.13], [0.08, -0.05, -0.05], [-0.25, -0.10, -0.20], [0.42, 0.18, -0.19], [-0.49, -0.05, -0.28], [2.22, -3.76, 3.15], [0.02, 0.26, -0.09], [-0.15, -0.38, -0.06], [0.20, -0.09, 0.10], [-0.01, 0.37, 0.05], [0.14, -0.13, -0.06], [0.18, 0.43, -0.10], [-0.18, 0.03, -0.01], [-0.24, 1.69, 0.80], [0.00, 0.31, -0.07], [0.06, 0.26, -0.07], [0.05, 0.00, 0.32], [-0.14, 0.33, 0.20], [-0.11, 0.40, 0.57], [-0.21, 0.27, 0.07], [0.42, 0.27, 0.07], [0.35, -0.26, -0.12], [0.13, -0.18, -0.40], [0.45, 0.20, -0.31], [0.28, 0.07, -0.12], [-3.37, 6.50, -1.18], [-0.59, 0.59, 0.55], [-0.17, 0.29, -0.12], [0.66, 0.03, 0.27], [-0.29, 0.24, 0.01], [0.07, -0.18, -0.13], [-0.03, -0.23, -0.03], [-0.04, 0.00, 0.36], [0.18, -0.11, 0.01], [-0.28, -0.30, -0.17], [0.32, 0.10, 0.08], [-0.26, -0.25, -0.20], [0.23, 0.25, 0.06], [0.89, 0.19, 0.66], [0.30, 0.09, -0.19], [0.27, 0.36, 0.35], [0.09, -0.04, -0.22], [-0.44, -0.83, -0.66]],
  "mulliken_spin": [0.00, 0.00, 0.00, 0.00, 0.00, 0.00, 0.02, 0.03, 0.00, 0.00, 0.00, 0.00, 0.01, 0.00, 0.01, 0.00, 0.00, 0.00, 0.00, 0.01, 0.00, 0.03, 0.00, -0.14, 0.00, 0.01, 0.00, 0.00, 0.00, 0.00, 0.00, -0.01, 0.00, 0.00, 0.00, -0.01, 0.01, 0.00, 0.00, 0.00, 0.00, 0.00, 0.01, 0.00, 0.00, 0.00, 0.00, 0.01, 0.00, 0.00, 0.01, 0.00, 0.01, 0.00, 0.03, 0.02, 0.00, 0.00, 0.01, -0.03, 0.00, 0.00, 0.00, -0.01, 0.00, 0.00, 2.97, -0.03, 0.00, 0.01, 0.00, 0.00, 0.00, 0.00, 0.00, 0.00, 0.00, 0.00, 0.00, 0.00, 0.00, 0.00, 0.00, 0.00]
}


Record 2
{
  "formula": "C5H13NOS",
  "method": "wB97M-V/def2-TZVPD",
  "homo_ev": -8.733,
  "charge": 0,
  "gap_ev": 8.37,
  "symbols": ["C", "H", "H", "C", "H", "H", "H", "H", "H", "H", "H", "S", "H", "C", "C", "N", "C", "H", "H", "O", "H"],
  "positions_angstrom": [[1.583350, -2.492570, 0.011133], [-0.821215, 2.852499, -0.557067], [-0.131747, -1.511013, 1.090152], [-0.699838, 0.833607, 0.187076], [1.216143, 0.774396, -0.694019], [-0.964025, 1.144746, 1.203700], [-1.239135, -0.148982, 0.102822], [1.206302, -1.889780, 2.077081], [-2.961209, 2.511215, 0.678904], [1.034244, -3.449589, 0.176387], [1.328939, 0.260284, 2.078557], [-2.965370, 1.781228, -1.026671], [-0.720167, 1.478727, -1.778260], [1.466213, -0.100991, 1.047460], [-1.149639, 1.858009, -0.838078], [0.740410, 0.849577, 0.201670], [0.957021, -1.580578, 1.051318], [3.382264, -2.825375, -0.457126], [1.627671, -1.969584, -0.946568], [2.951893, -2.769771, 0.396686], [2.536105, -0.008494, 0.826914]],
  "forces_ev_per_angstrom": [[-0.25, -0.38, 2.10], [0.11, 0.00, -0.37], [0.01, -0.50, -0.58], [0.09, -0.13, 0.96], [-0.87, 0.28, -0.32], [-0.36, 0.26, 0.03], [0.60, 0.64, -0.61], [0.17, -0.63, -0.41], [-0.57, -1.68, -3.77], [0.16, 0.49, -1.42], [0.19, -0.10, -0.08], [0.47, 2.16, 4.13], [-0.12, 0.69, -0.05], [-0.93, 0.03, 0.94], [-0.48, -1.48, -0.27], [1.65, -0.82, -0.71], [0.90, 1.79, 1.05], [0.62, -0.21, 0.14], [-0.69, -0.65, -0.28], [-0.49, 0.45, -0.45], [-0.23, -0.20, -0.03]],
  "lowdin_charge": [-0.24, 0.07, 0.09, -0.38, 0.10, 0.10, 0.10, 0.11, 0.10, 0.12, 0.11, 0.58, 0.07, -0.22, -0.65, -0.10, -0.18, 0.07, 0.12, -0.08, 0.12]
}


Record 3
{
  "formula": "C12H12NO2",
  "method": "wB97M-V/def2-TZVPD",
  "homo_ev": -12.432,
  "charge": 1,
  "gap_ev": 7.19,
  "symbols": ["O", "C", "H", "H", "C", "C", "H", "H", "C", "C", "C", "O", "C", "N", "C", "C", "H", "H", "H", "H", "C", "C", "H", "H", "C", "H", "H"],
  "positions_angstrom": [[-1.036699, -0.091789, 2.517183], [-2.298775, -2.471595, 0.115104], [-0.106295, -2.222687, -1.416016], [2.230446, 0.812817, 2.233761], [-0.007038, -1.454864, -0.529574], [-0.309707, 0.893964, -1.832983], [3.190495, -0.813436, 1.939192], [-0.731531, 2.888325, -2.269118], [-1.095583, -0.809112, 1.602664], [2.209000, -0.257013, 2.132084], [0.414704, -0.088270, -1.029752], [2.031787, -2.527477, 0.429318], [-1.112028, -1.545930, 0.433053], [1.361633, -0.469300, 1.070636], [0.924299, 0.525990, 0.286387], [0.287257, 2.705236, -0.333411], [-2.189492, -2.627833, -0.997494], [-3.189228, -1.820676, 0.264416], [-0.681323, 0.459118, -2.739436], [1.765366, -0.797300, 3.024039], [1.231983, -1.719340, 0.252317], [-0.258691, 2.247015, -1.556652], [1.422644, -0.059692, -1.402960], [0.079266, 3.738877, -0.149656], [0.802637, 1.900071, 0.553266], [1.015318, 2.233298, 1.486722], [-2.373101, -3.372883, 0.579882]],
  "forces_ev_per_angstrom": [[-0.49, -0.87, -0.45], [0.03, 4.10, -2.75], [0.07, 1.40, 1.92], [0.87, 0.14, 0.79], [1.44, -2.02, -3.32], [0.18, 1.26, -0.10], [-1.02, 1.26, 0.24], [-0.04, 0.56, -0.09], [0.24, -0.62, -2.11], [1.58, -2.27, 2.66], [0.00, 2.53, 2.73], [1.74, -2.97, -0.24], [-1.77, 0.65, 3.09], [-1.81, 1.70, -4.24], [-0.83, -1.60, 0.05], [-1.85, 1.58, -2.19], [-0.52, -0.09, 1.16], [0.18, -1.00, -0.12], [-0.64, 0.42, -0.49], [0.59, 1.00, -0.60], [-0.66, 1.89, 1.80], [-0.52, -3.12, -1.40], [0.86, -0.67, -1.46], [0.37, 0.51, 0.50], [1.16, -2.43, 0.38], [0.85, 1.06, 2.64], [0.01, -2.41, 1.58]],
  "lowdin_charge": [0.21, 0.00, 0.22, 0.09, -0.15, 0.05, 0.15, 0.12, -0.07, 0.00, -0.15, 0.25, -0.19, -0.05, -0.09, 0.00, 0.10, 0.10, 0.13, 0.14, -0.34, -0.01, 0.19, 0.14, 0.02, 0.10, 0.05]
}


Record 4
{
  "formula": "C4H9N",
  "method": "wB97M-V/def2-TZVPD",
  "homo_ev": -9.341,
  "charge": 0,
  "gap_ev": 10.49,
  "symbols": ["H", "N", "C", "C", "H", "H", "H", "C", "H", "H", "H", "H", "H", "C"],
  "positions_angstrom": [[0.638831, 0.766843, -2.098838], [0.894665, -0.034268, -1.522414], [-1.704756, -0.140628, 0.108813], [0.900373, 0.449489, -0.141918], [1.395726, -0.384860, 1.808095], [-1.376618, -0.559086, -1.010744], [-2.562670, 0.691969, 0.114437], [0.767289, -0.587379, 0.958358], [-2.007923, -1.196310, 0.798572], [0.508506, -1.657978, 0.705086], [-0.478125, 1.243607, 1.402496], [1.578150, 1.312151, 0.031592], [1.836550, -0.297206, -1.876726], [-0.389996, 0.393655, 0.723190]],
  "forces_ev_per_angstrom": [[-0.12, -0.27, -0.12], [0.26, 0.61, -0.22], [0.02, -2.24, -0.21], [0.09, -0.55, -0.04], [0.00, -0.40, 0.33], [-1.40, 1.19, 2.89], [1.88, -2.19, -0.17], [-0.94, 0.20, -0.49], [0.39, 3.29, -2.14], [0.65, 1.41, 0.17], [-0.01, -0.36, -0.07], [-0.51, -0.66, 0.23], [-0.85, 0.13, 0.83], [0.52, -0.14, -0.98]],
  "lowdin_charge": [0.07, 0.00, -0.12, -0.36, 0.08, 0.10, 0.09, -0.10, 0.13, 0.12, 0.11, 0.13, 0.09, -0.34]
}


> What is the formula in the second record?

C5H13NOS